DFT (ωB97M-V/def2-TZVPD) results for the ion C11H15N3O with charge +2.

Values from the calculation:
E_tot = -18151.59228 eV
Total charge = +2
Energy relative to the best compared isomer or geometry (same formula, charge and spin) = 0.000 eV
HOMO-LUMO gap = 7.66 eV
LUMO energy = -8.36 eV

Atoms and positions in Å:
1 H 0.88109 0.50483 -1.84710
2 N 1.13294 0.33313 -0.88377
3 C 2.01783 -0.52158 -0.57440
4 C 2.80340 -1.34314 -1.51440
5 N 2.29817 -0.69206 0.78058
6 C 1.68591 -0.06715 1.77771
7 N 0.66541 0.73061 1.67654
8 C -0.14028 1.10005 0.54403
9 C -0.03683 2.55082 0.23878
10 C -1.32974 0.35149 0.29086
11 C -2.44308 0.97561 -0.33265
12 C -3.61359 0.29657 -0.54937
13 C -3.72522 -1.04508 -0.17601
14 C -2.65460 -1.69408 0.40994
15 C -1.45693 -1.02926 0.63898
16 O -0.38488 -1.67603 1.14444
17 H 3.82592 -1.49313 -1.16937
18 H 2.82683 -0.89809 -2.50783
19 H 2.34058 -2.32948 -1.60964
20 H 3.05805 -1.32761 1.01020
21 H 2.09159 -0.23245 2.77204
22 H 0.34809 1.18939 2.53124
23 H 0.97633 2.91464 0.39425
24 H -0.70319 3.11536 0.89631
25 H -0.32914 2.77108 -0.78413
26 H -2.38180 2.01443 -0.60898
27 H -4.45080 0.79759 -1.00839
28 H -4.64349 -1.58324 -0.35458
29 H -2.74028 -2.73646 0.68249
30 H -0.62400 -2.59229 1.35493

Cartesian forces, eV/Å:
0.1 -0.1 -0.2
-0.6 0.5 1.8
-0.2 0.3 -0.6
0.2 -0.4 -0.4
0.1 -0.1 0.2
0.1 -0.1 0.1
0.2 0.1 0.4
0.4 -0.6 -1.7
0.1 0.3 0.0
-0.2 -0.5 0.3
0.0 -0.1 0.2
0.0 0.1 -0.1
0.3 0.1 0.1
0.1 0.0 0.0
-0.4 0.4 -0.2
0.0 -0.2 0.0
0.0 0.1 0.0
0.0 0.0 0.1
0.0 0.0 0.1
-0.2 0.2 0.1
-0.1 0.0 -0.1
0.2 -0.2 0.0
0.0 -0.1 0.0
-0.1 0.0 0.1
-0.1 0.0 0.0
0.0 0.1 0.0
-0.1 0.1 0.0
-0.1 0.0 0.0
0.0 -0.1 0.0
0.0 0.1 0.0

***

DFT (ωB97M-V/def2-TZVPD) results for a structure of composition C10H3Cl4F6N2O6S2TeY.

Values from the calculation:
E_tot = -122091.25415 eV
Total charge = -2
Energy relative to the best compared isomer or geometry (same formula, charge and spin) = 0.515 eV
HOMO-LUMO gap = 5.35 eV
LUMO energy = 4.21 eV

Atoms and positions in Å:
1 Y 0.62013 0.79979 -0.70193
2 Cl 6.09206 -3.62978 -0.39109
3 C 5.10093 -2.21021 -0.24669
4 C 5.59465 -1.07272 0.36041
5 Cl 7.21667 -1.04291 0.98278
6 C 4.78182 0.06701 0.47557
7 Cl 5.36349 1.49781 1.26770
8 C 3.48376 0.08074 -0.01915
9 O 2.65279 1.08131 0.09806
10 C 2.97995 -1.09480 -0.67532
11 O 1.74620 -1.03184 -1.10673
12 C 3.79052 -2.21838 -0.75418
13 Cl 3.13792 -3.63827 -1.50756
14 Te -0.10003 2.21371 -2.99786
15 C -1.38118 4.44622 -0.22983
16 C -0.49035 3.49272 0.40840
17 N 0.18477 2.73341 0.94785
18 H -2.40782 4.11460 -0.07939
19 H -1.15250 4.41106 -1.29881
20 H -1.22076 5.44082 0.18681
21 F -3.45473 1.65139 2.63133
22 C -3.64496 0.46072 2.04035
23 F -3.00209 -0.45052 2.75987
24 F -4.95349 0.19919 2.06524
25 S -3.02306 0.58058 0.28885
26 O -1.58934 0.44247 0.49891
27 O -3.49697 1.86171 -0.13244
28 N -3.69020 -0.53544 -0.55713
29 S -3.72022 -2.10074 -0.33719
30 O -3.84045 -2.49832 1.03783
31 O -4.60564 -2.66987 -1.30630
32 C -2.05074 -2.71631 -0.83998
33 F -2.10873 -4.04888 -0.95079
34 F -1.67780 -2.19960 -2.00305
35 F -1.13462 -2.41665 0.08544

Cartesian forces, eV/Å:
-0.2 0.2 0.2
0.0 0.0 0.0
0.0 0.0 0.0
0.0 0.0 0.0
0.0 0.0 0.0
0.0 0.0 0.0
0.0 0.0 0.0
-0.1 -0.1 0.0
0.1 0.1 0.1
0.0 0.0 0.2
-0.1 -0.2 0.0
0.0 0.0 -0.1
0.0 0.0 0.0
0.0 0.1 -0.1
0.0 0.0 0.0
-0.1 0.0 0.0
0.0 0.0 0.0
0.0 0.0 0.0
0.0 0.0 0.0
0.0 0.0 0.0
0.0 0.0 0.0
0.0 0.0 0.0
0.0 0.0 0.0
0.0 0.0 0.0
-0.1 0.1 0.1
0.4 -0.3 -0.3
0.0 0.0 0.0
0.1 -0.1 0.0
0.0 0.0 0.1
0.0 0.0 0.0
0.0 0.0 0.0
0.1 0.1 0.1
0.0 0.0 0.0
0.0 0.0 0.0
-0.1 0.0 -0.1

***

DFT (ωB97M-V/def2-TZVPD) results for a structure of composition C4H10.

Values from the calculation:
E_tot = -4307.16052 eV
Total charge = 0
Energy relative to the best compared isomer or geometry (same formula, charge and spin) = 3.201 eV
HOMO-LUMO gap = 9.39 eV
LUMO energy = 1.21 eV

Atoms and positions in Å:
1 C 1.05427 1.07386 0.20311
2 C 0.17685 -0.12734 0.51329
3 C 0.14279 -1.27393 -1.07747
4 C -1.23823 0.30804 0.86676
5 H 0.59510 1.67687 -0.59976
6 H 1.17220 1.76611 1.05698
7 H 2.05460 0.77373 -0.10546
8 H 0.50122 -1.15189 0.44526
9 H -0.38529 -2.25038 -0.97974
10 H 1.15595 -1.50910 -1.45910
11 H -0.38861 -0.61685 -1.73375
12 H -1.28513 0.94094 1.77293
13 H -1.89844 -0.54103 1.03984
14 H -1.65729 0.93097 0.05712

Cartesian forces, eV/Å:
0.1 -0.4 -0.2
-0.6 -0.3 -2.3
-0.4 0.9 -0.3
0.1 -0.4 -0.2
0.2 -0.2 0.1
-0.2 -0.5 -0.1
0.0 0.1 -0.1
1.0 -0.2 3.2
0.1 0.9 0.5
-0.4 0.6 0.5
-0.3 0.1 -0.8
0.4 -0.3 -0.3
-0.1 0.0 -0.1
0.0 -0.2 0.1

***

DFT (ωB97M-V/def2-TZVPD) results for a structure of composition C24H64BMnO12.

Values from the calculation:
E_tot = -82446.47740 eV
Total charge = +1
Energy relative to the best compared isomer or geometry (same formula, charge and spin) = 32.212 eV
HOMO-LUMO gap (spin up / spin down) = 5.81 / 7.55 eV
Multiplicity = 6
LUMO energy (spin up / spin down) = -2.21 / -2.37 eV

Atoms and positions in Å:
1 Mn -29.04604 4.60171 2.81618
2 B -30.12545 5.00656 3.96624
3 H -30.33144 5.51482 3.03701
4 H -30.17464 3.95244 3.74120
5 H -29.13083 5.26947 4.29158
6 H -30.82718 5.30559 4.72940
7 C -29.66574 7.63196 2.89883
8 O -30.19741 9.01670 3.02101
9 C -31.25990 9.30931 2.10030
10 C -31.30680 10.78861 1.73460
11 O -31.51919 11.62915 2.91329
12 C -32.72686 11.47020 3.61402
13 H -29.39547 7.24971 1.91448
14 H -30.32793 6.91788 3.38842
15 H -28.78908 7.63732 3.54654
16 H -32.18091 8.99001 2.58802
17 H -31.08515 8.81469 1.14484
18 H -32.04261 11.09697 0.99190
19 H -30.31733 11.02860 1.34542
20 H -32.76846 12.04219 4.54095
21 H -32.76666 10.45788 4.01615
22 H -33.62512 11.80442 3.09486
23 C -26.96090 5.40596 4.67639
24 O -27.74654 4.47214 3.89267
25 C -27.91498 3.19738 4.49312
26 C -28.41161 2.19416 3.52262
27 O -29.49469 2.74481 2.69252
28 C -30.02404 1.75346 1.83187
29 H -26.72569 6.28866 4.08175
30 H -25.97889 4.95179 4.80865
31 H -27.45216 5.70648 5.60184
32 H -28.65970 3.20748 5.28897
33 H -26.99039 2.84011 4.94654
34 H -28.74952 1.33084 4.09585
35 H -27.56181 1.83892 2.93975
36 H -30.89674 2.19923 1.35460
37 H -30.31347 0.84125 2.35360
38 H -29.32307 1.44535 1.05610
39 C -28.23124 7.36441 4.26447
40 O -27.87990 7.13455 5.58047
41 C -29.00694 7.27838 6.47329
42 C -28.85873 6.50352 7.77781
43 O -27.60112 6.85954 8.33134
44 C -27.43848 6.27742 9.66652
45 H -28.99542 6.65699 3.94248
46 H -27.33425 7.29303 3.64931
47 H -28.83756 8.26409 4.15936
48 H -29.88803 6.89560 5.95825
49 H -29.21581 8.34005 6.60493
50 H -29.04091 5.43284 7.68538
51 H -29.64718 6.90370 8.41522
52 H -26.39628 6.24404 9.98398
53 H -27.87062 5.28169 9.76593
54 H -27.95394 6.88903 10.40701
55 C -26.70274 3.27011 1.63614
56 O -27.99794 3.85112 1.63009
57 C -28.53042 4.19472 0.40581
58 C -29.96512 4.83727 0.59265
59 O -30.50051 4.46988 1.84969
60 C -31.96940 4.32461 1.95198
61 H -26.70453 2.23692 1.28880
62 H -26.32065 3.17362 2.65241
63 H -26.07050 3.86030 0.97279
64 H -28.72934 3.20484 -0.00485
65 H -27.91115 4.81682 -0.24040
66 H -30.57731 4.55366 -0.26344
67 H -29.97154 5.92286 0.49504
68 H -32.40141 5.31365 1.79956
69 H -32.29962 3.93877 2.91645
70 H -32.52151 3.66755 1.28000
71 C -27.94952 -1.66168 5.56336
72 O -28.85461 -0.56000 5.39969
73 C -29.56978 -0.55441 4.14027
74 C -30.91483 0.16353 4.40568
75 O -30.61185 1.55159 4.57737
76 C -31.79227 2.37595 4.60133
77 H -27.46247 -1.53129 6.52973
78 H -27.19927 -1.77266 4.78048
79 H -28.57978 -2.54574 5.65986
80 H -29.75661 -1.55894 3.76066
81 H -29.00486 0.02172 3.40744
82 H -31.43648 -0.19280 5.29394
83 H -31.69291 0.12629 3.64324
84 H -32.30208 2.41932 3.63888
85 H -31.50730 3.41130 4.78824
86 H -32.40104 2.16466 5.48045
87 C -34.12846 9.19183 8.36840
88 O -33.74072 8.07324 7.61139
89 C -34.82361 7.16567 7.40423
90 C -34.40034 5.89760 6.63444
91 O -33.79894 6.14577 5.38680
92 C -32.94912 5.09168 4.94822
93 H -33.31354 9.80623 8.75116
94 H -34.76718 8.92903 9.21166
95 H -34.68353 9.76670 7.62711
96 H -35.55243 7.59624 6.71755
97 H -35.39256 6.89856 8.29476
98 H -35.26828 5.24089 6.57526
99 H -33.65429 5.46504 7.30108
100 H -33.27631 4.15117 5.39148
101 H -31.90114 5.25939 5.19666
102 H -32.83735 4.99887 3.86794

Cartesian forces, eV/Å:
4.5 3.4 -7.1
-7.3 3.4 10.0
-2.0 3.1 -0.2
-1.9 -2.9 1.9
0.6 1.5 3.2
-0.4 1.1 1.7
-6.6 3.5 -8.0
0.9 -1.5 -1.3
-0.1 0.4 0.1
0.0 0.7 2.1
0.7 0.2 -0.8
0.1 -0.5 0.6
-0.8 0.5 -1.0
-0.5 1.4 -0.2
-8.5 4.1 -14.5
-0.3 -0.2 -0.4
-0.2 -0.5 0.0
-0.2 -0.6 -0.2
0.0 0.4 0.2
0.8 0.5 -0.2
-0.6 -0.4 -0.4
-0.1 -0.4 -0.6
3.3 -3.6 -0.1
10.2 -1.9 5.3
-0.1 -0.4 1.6
0.1 -1.3 -0.5
0.8 -7.5 1.6
-0.3 -0.1 -0.4
0.5 -2.0 0.4
0.1 -0.5 0.4
0.8 -1.7 -0.6
0.0 0.7 0.3
0.2 0.0 -0.1
0.4 1.3 0.0
-0.7 -0.2 -0.4
0.1 -0.2 0.0
-0.1 0.5 -0.1
0.3 0.1 -0.1
8.4 -3.0 14.0
-0.4 3.5 4.2
-0.2 0.0 -0.8
0.5 1.7 -0.2
0.2 -1.5 1.3
-0.4 0.7 -0.4
2.4 -2.3 3.1
-1.1 1.8 -0.4
2.1 3.4 5.0
-0.2 -0.2 0.0
0.3 0.1 0.5
0.4 -0.3 -0.2
-0.3 -0.1 0.2
0.1 0.1 -0.6
0.1 -0.2 -0.4
-0.2 0.2 -0.1
1.0 -0.1 -1.0
6.6 -0.6 -4.5
-2.1 -1.2 -1.6
0.2 0.4 -1.8
-7.9 -2.3 -9.2
-0.7 0.8 -0.4
-0.3 0.0 -0.6
0.1 0.9 -0.4
0.3 0.0 0.2
0.1 0.2 -1.2
0.2 0.0 0.1
-0.1 -0.6 0.1
0.4 0.2 0.4
0.0 0.1 0.2
1.2 0.4 -0.5
1.0 -0.3 -0.9
-0.9 0.1 0.5
0.1 0.1 -1.1
-0.9 -0.3 1.3
0.1 0.8 0.5
-1.7 0.2 0.6
1.0 0.1 1.0
0.1 0.2 -0.2
-0.1 0.1 -0.2
0.3 -0.4 -0.3
0.1 -0.2 0.1
-0.1 -1.0 -0.1
0.4 -0.4 0.3
0.3 -0.6 -0.7
-0.4 -1.0 0.2
0.5 -0.7 0.0
-0.5 -0.7 -0.3
-0.9 0.4 -0.8
0.4 -1.8 0.6
0.0 0.3 -2.1
1.1 0.6 1.6
-0.3 0.3 -0.7
-0.9 0.3 1.2
0.4 -0.5 -0.3
-0.1 -0.1 0.1
-0.4 0.8 0.5
-0.3 0.8 0.0
0.4 -0.1 0.4
-0.1 -0.1 -0.2
0.2 -0.6 0.0
-0.3 -0.1 -0.2
-1.7 0.1 1.2
-1.2 0.7 0.5

***

DFT (ωB97M-V/def2-TZVPD) results for a structure of composition C4H14NOS.

Values from the calculation:
E_tot = -18734.97476 eV
Total charge = +1
Energy relative to the best compared isomer or geometry (same formula, charge and spin) = 7.213 eV
HOMO-LUMO gap = 4.37 eV
LUMO energy = -9.20 eV

Atoms and positions in Å:
1 C -0.33584 -0.19091 -1.80231
2 C 0.44994 -0.25113 -0.46565
3 C 0.06966 -1.48323 0.35006
4 C 0.77413 -1.69091 1.71846
5 S 2.27684 -0.63213 1.87527
6 N 0.21375 1.00298 0.26732
7 H -1.19371 -0.80815 -1.60381
8 H -0.79097 0.76310 -2.06140
9 H 0.18988 -0.50778 -2.68420
10 H 1.56559 -0.33315 -0.54091
11 H 0.24521 -2.36413 -0.36344
12 H -1.08300 -1.55197 0.58335
13 H 0.05021 -1.38400 2.42560
14 H 0.96115 -2.71921 1.80144
15 H 5.73356 1.76084 4.47396
16 H 0.32497 1.97946 -0.21066
17 H 5.13739 1.38263 4.80615
18 H 0.88595 0.98096 1.17133
19 H -5.36321 2.59441 -2.72525
20 H -5.30730 1.34286 -3.67648
21 O -4.80416 2.10947 -3.33884

Cartesian forces, eV/Å:
0.1 0.0 0.6
-2.0 2.4 0.2
-1.9 -1.4 -0.4
1.5 1.8 -3.0
-1.3 -1.2 -0.2
2.7 0.6 1.5
-0.4 -0.6 -0.4
0.4 0.4 0.4
0.4 -0.5 -0.1
0.8 -0.1 -0.1
0.0 1.0 1.2
2.0 0.5 -0.8
-0.6 0.7 1.6
0.7 -1.3 0.9
-1.0 -0.6 0.5
-0.2 -2.6 0.6
1.0 0.6 -0.5
-2.1 0.4 -1.9
-0.2 -0.2 -0.1
0.2 0.8 0.4
0.1 -0.6 -0.3